85
Properties=species:S:1:pos:R:3:forces:R:3:mulliken_charge:R:1 method="wB97M-V/def2-TZVPD" charge=-1 fmax_ev_per_a=4.53 e_homo_ev=-4.2 homo_lumo_gap_ev=2.07 spin_multiplicity=1 molar_mass_da=1033.6
C 5.38121 0.46446 5.19435 -0.66 0.44 0.22 -0.98
N 5.28868 1.17449 3.87939 0.35 -0.02 -0.03 0.75
C 6.63597 1.72345 3.61353 -0.19 -0.03 0.34 -1.65
C 5.01052 0.21003 2.86326 0.07 -0.97 0.35 -1.16
O 5.65563 -0.79205 2.75531 0.27 -0.19 -0.39 -0.49
C 3.86144 0.38164 1.87210 0.64 1.71 0.35 -1.11
C 2.44279 0.90892 2.33807 1.11 -0.55 -0.36 -0.76
O 1.79709 -0.29689 2.75444 -0.34 -0.91 -0.54 -0.42
C 2.12371 -0.49616 4.10120 0.36 1.07 0.31 0.33
O 2.10606 -1.51328 4.67384 -0.30 -0.17 -0.12 -0.43
O 2.50901 0.72010 4.58444 0.72 0.04 -0.10 -0.34
C 2.15536 1.70658 3.59643 -2.50 0.12 1.05 1.43
C 2.48754 3.16650 3.83339 2.28 0.02 -1.12 -1.25
C 3.79554 3.67856 3.20138 -1.67 0.77 1.91 0.90
C 4.65997 4.65093 4.17581 1.20 -1.09 -0.85 -1.13
O 3.82042 4.95782 2.85967 0.77 -0.51 -1.42 -0.58
C 0.56307 1.75624 3.76139 1.18 0.13 -0.73 0.65
C -0.20057 2.03280 2.64067 -0.46 0.19 -0.59 -0.21
C -1.58256 2.09332 2.75614 0.49 -0.78 1.01 -1.63
C -2.08621 1.85991 4.02576 -0.22 0.13 -0.56 -0.78
C -1.22225 1.63342 5.08402 -0.48 -0.12 1.23 -0.36
N 0.11852 1.57536 4.99414 -0.73 0.21 -1.06 -0.34
H 4.74882 -0.41666 5.21223 0.19 -0.19 -0.02 0.32
H 6.40665 0.19927 5.44092 0.04 -0.27 -0.16 0.35
H 5.00238 1.14332 5.95752 0.06 0.10 0.02 0.30
H 6.91711 2.31308 4.48371 -0.06 0.28 -0.09 0.47
H 7.37200 0.91792 3.55340 0.03 -0.03 -0.31 0.55
H 6.64261 2.34677 2.71924 0.10 0.00 -0.07 0.40
H 3.72635 -0.59562 1.35659 1.64 1.02 2.32 1.23
H 4.21966 1.07678 1.07240 0.05 -0.20 0.46 0.81
H 2.01578 1.30994 1.39521 -0.46 0.29 1.37 1.07
H 1.77299 3.78631 3.29396 -0.49 -0.17 0.31 0.37
H 2.55468 3.45205 4.87391 -0.56 -0.31 0.19 0.65
H 4.37613 3.00160 2.58242 0.16 -0.09 0.10 0.30
H 5.54346 3.99648 3.90762 0.15 0.59 -0.80 0.05
H 5.25380 5.55159 4.01081 -0.54 0.61 1.45 0.41
H 0.24412 2.21726 1.67096 0.13 0.07 0.01 0.26
H -2.24756 2.28422 1.92280 0.34 -0.77 -0.12 1.36
H -3.15296 1.86192 4.20385 -0.03 0.00 0.16 0.46
H -1.68157 1.45799 6.08764 0.63 0.10 -0.57 -0.10
Cs 2.18728 -0.61800 -0.03304 -2.56 -1.60 -3.38 1.16
F -0.50521 -0.49187 -3.27395 -0.16 -0.96 0.96 -0.49
Al -2.11155 -0.44428 -3.89571 0.34 0.52 -0.45 0.72
F -2.09507 0.18956 -5.40094 -1.49 -0.03 0.09 -0.28
F -3.07621 0.42107 -2.81300 0.21 -0.20 0.23 -0.36
F -2.63430 -2.11487 -3.97405 0.63 -0.23 0.47 -0.48
C -0.46996 -4.01068 -7.88392 0.03 -0.07 0.06 -0.45
C -0.52562 -3.21176 -6.81460 0.03 0.17 -0.08 0.00
C 0.57315 -2.28568 -6.48841 -0.09 -0.05 -0.21 0.32
O 0.51416 -1.55885 -5.50266 0.29 -0.66 0.78 -0.48
C 1.72919 -2.26282 -7.39469 -0.08 0.03 0.00 -0.40
C 1.78994 -3.05975 -8.46645 -0.04 -0.06 0.07 -0.42
C 0.69594 -3.99454 -8.79302 0.02 0.09 -0.05 0.30
O 0.74372 -4.72469 -9.77018 -0.01 -0.07 -0.01 -0.63
H -1.26630 -4.69939 -8.13899 0.02 -0.02 -0.03 0.38
H -1.37694 -3.20172 -6.13895 -0.05 0.13 -0.07 0.38
H 2.51895 -1.56796 -7.14112 -0.07 0.09 -0.02 0.43
H 2.63523 -3.05771 -9.14252 -0.01 -0.01 -0.02 0.38
Mg -2.72172 4.27584 1.87807 -0.43 1.28 -0.20 0.01
F -0.01140 0.32335 -6.37419 1.09 -0.16 -0.56 -0.75
Br -2.14797 0.68210 8.01080 -0.35 -0.17 0.57 -0.87
C -8.89156 1.81370 -1.73830 0.03 -0.03 -0.03 -0.43
C -9.37707 1.08848 -2.82074 0.06 0.05 0.11 -0.44
C -8.53620 0.23931 -3.51862 -0.19 -0.08 -0.13 -0.43
C -7.21820 0.12959 -3.11150 -0.14 0.20 -0.03 0.13
C -6.71247 0.84832 -2.04240 0.24 0.07 0.20 -0.24
C -7.56202 1.69708 -1.35326 -0.15 -0.01 -0.04 -0.56
N -6.31370 -0.77678 -3.81645 0.17 0.19 -0.01 1.02
O -6.74227 -1.41123 -4.79211 -0.31 -0.74 0.27 -0.73
O -5.19033 -0.87338 -3.40960 -0.17 -0.40 0.09 -0.44
H -9.55316 2.47333 -1.19291 0.00 0.01 0.00 0.39
H -10.41181 1.18500 -3.11854 0.00 0.00 -0.02 0.37
H -8.90697 -0.32480 -4.36132 0.11 -0.03 -0.04 0.43
H -5.67473 0.75189 -1.75063 0.04 -0.03 -0.14 0.53
H -7.18664 2.26622 -0.51458 0.03 0.00 -0.01 0.42
Na -0.09196 -2.96224 -3.31678 -0.42 1.19 -0.87 0.83
O 4.89514 -2.80682 5.23514 0.47 0.20 -0.32 -0.34
P 4.67515 -4.04708 4.37571 -0.16 0.39 -0.19 0.80
O 3.73030 -4.97955 5.12381 0.14 -0.57 -0.37 -0.50
O 6.01216 -4.74888 4.15539 0.01 -0.14 0.64 -0.52
O 4.08756 -3.67821 3.02085 -0.53 0.29 -0.09 -0.43
O -6.25493 -4.58559 -4.03656 0.02 0.23 0.07 -0.37
H -6.77734 -5.02855 -4.73230 0.03 0.06 -0.07 0.46
H -6.33671 -3.59667 -4.10737 0.05 0.47 -0.26 0.42
H -5.31507 -4.85842 -4.06178 0.05 0.15 -0.04 0.46

64
Properties=species:S:1:pos:R:3:forces:R:3:lowdin_spin:R:1 method="wB97M-V/def2-TZVPD" charge=+3 fmax_ev_per_a=1.09 e_homo_ev="-16.3 / -16.3" homo_lumo_gap_ev="7.82 / 3.75" spin_multiplicity=3 molar_mass_da=655.6 s_squared=2.014
Au -0.32722 0.23039 -0.10682 -0.23 0.36 0.23 0.82
C -1.09644 -0.66366 2.76185 -0.38 -0.15 -0.03 0.02
C -2.53866 -0.40167 2.31403 0.24 -0.02 -0.12 0.00
C -2.93035 -1.01078 0.99163 -0.16 -0.10 0.02 0.01
C -4.03230 -1.85129 0.92983 0.01 0.10 0.04 0.01
C -4.45766 -2.36871 -0.28337 0.03 0.00 -0.10 0.00
C -3.78439 -2.00104 -1.43904 0.00 0.05 0.12 0.00
C -2.69294 -1.16920 -1.31966 -0.12 -0.04 -0.10 0.01
N -2.25349 -0.70698 -0.13591 0.19 0.06 -0.07 0.08
N -0.12498 0.30910 2.23451 0.06 -0.02 -0.10 0.33
C 1.27815 -0.11045 2.41962 0.17 -0.13 -0.13 0.02
C 2.17882 0.64616 1.47615 0.08 0.07 0.10 0.01
C 3.44042 1.08717 1.82150 -0.06 -0.05 0.01 0.00
C 4.20756 1.74891 0.86783 -0.01 0.01 -0.04 0.00
C 3.69419 1.94327 -0.40640 0.00 -0.04 0.11 0.00
C 2.42312 1.47724 -0.68547 0.03 0.02 -0.10 0.01
N 1.69026 0.85163 0.24247 -0.13 0.02 -0.24 0.09
C -0.33067 1.70385 2.68160 -0.06 0.33 -0.14 0.02
C -1.22218 2.51677 1.78645 -0.04 0.12 0.22 0.02
C -1.93156 3.61073 2.25731 0.08 -0.06 -0.09 0.01
C -2.65770 4.38423 1.36161 -0.01 0.00 -0.04 -0.01
C -2.65832 4.05460 0.01163 0.05 -0.02 0.12 0.02
C -1.94074 2.94644 -0.39570 -0.06 -0.01 -0.28 0.03
N -1.25178 2.22013 0.48380 0.22 -0.53 -0.01 0.30
H -0.78376 -1.65855 2.44215 0.07 0.01 0.05 0.00
H -1.05621 -0.63917 3.85598 0.13 0.06 -0.01 0.01
H -2.73917 0.67064 2.28041 -0.09 0.00 0.09 0.00
H -3.20070 -0.81159 3.07346 0.00 0.01 0.02 0.00
H -4.56832 -2.08424 1.83990 0.03 -0.03 0.00 0.00
H -5.30853 -3.03591 -0.32751 -0.01 0.02 0.01 0.00
H -4.09133 -2.34530 -2.41609 -0.01 -0.01 0.00 0.00
H -2.15588 -0.84333 -2.19464 0.09 -0.02 -0.02 0.00
H 1.34934 -1.18103 2.21268 -0.05 0.01 0.01 0.00
H 1.58210 0.04010 3.45962 -0.04 0.04 0.00 0.01
H 3.82187 0.91488 2.81934 -0.01 0.01 0.00 0.00
H 5.19317 2.11374 1.12608 0.01 -0.02 -0.02 0.00
H 4.26402 2.45078 -1.17159 -0.01 0.01 -0.01 0.00
H 1.96648 1.58274 -1.66119 0.01 0.02 0.03 0.00
H 0.64041 2.20459 2.68889 0.03 -0.07 0.06 0.00
H -0.70928 1.72097 3.70653 0.01 -0.12 0.00 0.01
H -1.90442 3.85115 3.31216 -0.02 0.01 0.00 0.00
H -3.22098 5.23836 1.71478 0.01 0.00 0.00 0.00
H -3.20528 4.63669 -0.71650 0.01 0.00 -0.01 0.00
H -1.90292 2.63848 -1.43374 -0.02 -0.03 0.03 0.01
C 5.06781 -4.74532 -2.73375 0.19 -0.26 -0.27 0.00
C 3.86346 -3.87850 -2.88121 -0.31 0.11 0.01 0.00
C 2.59446 -4.45200 -3.01457 0.25 0.05 0.01 0.00
C 1.46542 -3.66558 -3.15342 -0.22 -0.02 -0.04 0.00
C 1.60519 -2.28437 -3.17669 -0.31 0.30 0.04 0.00
C 2.85373 -1.68432 -3.05602 0.01 0.06 -0.09 0.00
C 3.97136 -2.48178 -2.91208 0.04 -0.10 -0.01 0.00
S 0.15067 -1.26414 -3.31816 0.49 -0.83 -0.50 0.01
C 0.46079 -0.41000 -4.86791 -0.11 0.07 0.20 0.01
O 0.32828 -0.16306 -2.25266 -0.03 0.69 0.62 0.12
H 4.84540 -5.64271 -2.15837 0.01 0.07 0.11 0.00
H 5.91194 -4.22116 -2.29220 -0.04 0.02 0.08 0.00
H 5.39158 -5.09942 -3.71788 -0.02 0.08 0.01 0.00
H 2.50083 -5.53034 -3.01494 -0.04 0.00 0.03 0.00
H 0.49102 -4.12828 -3.25830 0.00 0.02 0.02 0.00
H 2.94551 -0.60513 -3.09189 0.06 -0.01 0.02 0.00
H 4.95136 -2.02594 -2.84620 0.00 0.00 0.05 0.00
H 1.44197 0.05960 -4.85424 0.03 -0.06 0.04 0.00
H -0.32152 0.33576 -5.00238 -0.01 -0.04 0.01 0.00
H 0.39857 -1.15689 -5.65929 0.03 -0.03 0.03 0.00

70
Properties=species:S:1:pos:R:3:forces:R:3:lowdin_spin:R:1 method="wB97M-V/def2-TZVPD" charge=+3 fmax_ev_per_a=1.70 e_homo_ev="-15.6 / -15.6" homo_lumo_gap_ev="7.14 / 6.53" spin_multiplicity=3 molar_mass_da=754.5 s_squared=2.002
Tm 1.08949 1.36519 1.16853 -1.06 -0.38 -0.34 2.01
O -0.41262 2.58535 2.51010 1.25 -0.72 0.37 0.00
C -0.39012 2.46813 3.98794 0.05 0.22 0.24 0.00
C -1.36911 1.40750 4.44245 -0.23 0.11 -1.68 0.00
C -1.18407 0.09121 3.66323 0.16 0.58 0.64 0.00
C 0.20142 -0.43918 3.86436 -0.21 0.02 -0.15 0.00
C 0.50516 -1.34337 4.86270 -0.05 -0.20 0.08 0.00
C 1.77375 -1.87768 5.00654 -0.31 0.36 -0.11 0.00
C 2.75498 -1.39363 4.16164 0.50 -0.26 0.08 0.00
C 2.40925 -0.44954 3.23261 0.66 0.25 -0.36 0.00
N 1.16368 0.04466 3.06448 0.64 -0.35 -0.17 0.00
H -1.07146 3.21120 2.24373 -0.65 0.67 -0.36 0.00
H -0.60616 3.44085 4.44635 0.03 -0.16 -0.34 0.00
H 0.64428 2.21037 4.23492 -0.22 0.07 -0.02 0.00
H -2.40221 1.75023 4.31217 0.17 0.01 0.15 0.00
H -1.19593 1.21107 5.46243 0.08 -0.06 1.45 0.00
H -1.41206 0.26693 2.62352 0.12 0.03 -0.61 0.00
H -1.93414 -0.59612 4.00019 -0.25 -0.57 0.27 0.00
H -0.27388 -1.63287 5.52906 -0.51 -0.34 0.31 0.00
H 1.97289 -2.63374 5.74864 0.08 -0.03 0.13 0.00
H 3.78490 -1.72878 4.22410 -0.15 -0.01 -0.04 0.00
H 3.22432 -0.08606 2.58835 -0.50 -0.01 0.05 0.00
Cl 2.32394 3.79838 0.08380 -1.07 -0.03 -0.92 0.00
C 3.59490 3.96274 1.24723 0.42 -0.90 0.50 0.00
Cl 3.38284 2.57928 2.43014 0.20 0.46 -0.17 0.00
H 3.46379 4.87938 1.79221 0.23 0.30 0.18 0.00
H 4.53829 3.82438 0.72100 0.03 0.18 0.41 0.00
C -3.00927 1.93981 0.08387 0.12 -1.15 0.08 0.00
C -1.83999 1.80987 -0.81062 0.15 0.15 -0.44 0.00
N -0.55497 1.78285 -0.46572 0.09 -0.08 0.47 0.00
C 0.17707 1.62704 -1.63991 0.64 0.43 0.12 0.00
C -0.67013 1.64429 -2.68932 -0.29 -0.69 -0.13 0.00
N -1.95113 1.70404 -2.16052 0.72 0.23 0.72 0.00
C -3.10244 1.16897 -2.88494 -0.26 0.20 -0.03 0.00
N -3.02289 -0.26215 -2.88470 -0.50 1.32 0.32 0.00
N -3.15794 -0.92706 -1.72143 0.12 0.25 0.06 0.00
N -2.90794 -2.16056 -1.92295 0.29 -0.08 -0.44 0.00
C -2.58468 -2.31272 -3.25974 -0.31 -0.86 -0.26 0.00
C -2.33637 -3.46870 -4.00576 0.73 0.00 -0.04 0.00
C -2.08994 -3.31804 -5.35623 -0.30 -0.45 0.64 0.00
C -2.20928 -2.07373 -5.97480 -0.26 0.83 0.64 0.00
C -2.51914 -0.92101 -5.25793 0.24 -0.33 -1.39 0.00
C -2.66966 -1.07768 -3.89711 -0.09 -0.63 0.37 0.00
H -2.71731 1.94542 1.13115 0.02 0.32 -0.01 0.00
H -3.59764 1.03302 -0.04900 -0.23 -0.12 0.06 0.00
H -3.64912 2.75702 -0.18555 -0.17 0.64 0.05 0.00
H 1.27783 1.54188 -1.57515 -0.74 0.09 -0.58 0.00
H -0.56161 1.51240 -3.75172 0.34 0.06 -0.03 0.00
H -3.05557 1.54337 -3.90933 -0.14 -0.13 0.13 0.00
H -4.03247 1.49157 -2.41882 0.13 0.11 -0.01 0.00
H -2.24381 -4.43182 -3.52995 -0.20 -0.13 0.05 0.00
H -1.87625 -4.19878 -5.93962 0.05 -0.03 -0.16 0.00
H -2.10962 -2.00017 -7.03333 0.12 0.02 -0.58 0.00
H -2.69511 -0.00580 -5.81853 0.10 0.01 0.35 0.00
N -1.12456 -1.82824 0.30878 0.95 0.27 0.20 0.00
C 0.12716 -1.78043 -0.15497 -0.02 0.04 0.78 0.00
N 0.96212 -0.79285 0.14720 0.33 0.36 -0.26 0.00
C 2.18325 -1.03368 -0.48325 0.76 -0.05 -0.01 0.00
C 3.26810 -0.17177 -0.48340 0.00 1.54 0.35 0.00
C 4.38074 -0.45547 -1.24411 1.33 0.22 0.05 0.00
C 4.50015 -1.64788 -1.96063 -0.25 0.52 0.47 0.00
C 3.44840 -2.54325 -1.95425 -0.02 -0.42 -0.03 0.00
C 2.31969 -2.22737 -1.19280 -0.28 0.17 -0.25 0.00
S 0.81591 -3.09249 -1.06076 -0.44 -0.10 -0.13 0.00
H -1.51343 -0.98574 0.70825 -0.11 -0.26 -0.18 0.00
H -1.73927 -2.45974 -0.15848 -0.92 -0.31 -0.23 0.00
H 3.28619 0.82930 0.05214 -0.08 -0.91 -0.38 0.00
H 5.25407 0.21969 -1.25222 -0.70 -0.28 0.07 0.00
H 5.43735 -1.82099 -2.46411 -0.10 -0.27 -0.28 0.00
H 3.52737 -3.46826 -2.53218 -0.20 0.26 0.31 0.00

64
Properties=species:S:1:pos:R:3:forces:R:3:mulliken_charge:R:1 method="wB97M-V/def2-TZVPD" charge=+1 fmax_ev_per_a=2.64 e_homo_ev="-11.1 / -10.7" relative_energy_kcal_mol=0.0 homo_lumo_gap_ev="6.90 / 5.38" spin_multiplicity=1 molar_mass_da=781.3
Tl -1.63355 1.02006 -0.50176 -0.94 0.36 0.16 0.87
Cl -4.84918 -4.59695 3.75656 -0.36 -0.44 0.22 -0.19
C -4.15738 -3.13779 3.24645 0.27 -0.97 -0.11 0.78
C -3.56455 -2.34461 4.19219 -0.63 -0.27 2.24 -0.50
C -2.97024 -1.16404 3.85136 0.92 1.20 0.05 -0.43
I -2.14760 0.11123 5.25571 -0.07 -0.15 0.22 0.13
C -2.77531 -0.71026 2.48235 0.12 -0.50 -0.96 0.21
O -2.08606 0.28671 2.16029 -1.08 -1.12 0.15 -0.22
C -3.44526 -1.62502 1.48349 -0.67 -0.78 -0.48 0.29
N -3.46048 -1.29672 0.17477 0.38 0.39 0.34 -0.27
C -4.15129 -1.99367 -0.71079 0.00 0.55 -1.17 -0.18
C -4.91550 -3.14975 -0.43206 1.51 1.36 0.90 -0.96
C -4.78534 -3.57306 0.85385 0.36 0.13 1.48 -0.43
C -4.10314 -2.83870 1.87847 0.15 1.74 -1.98 0.23
H -3.70434 -2.69345 5.26670 0.50 0.79 -1.49 0.34
H -4.09057 -1.60007 -1.75991 -0.14 -0.42 1.04 0.40
H -5.48772 -3.62958 -1.18230 -0.34 -0.50 -0.48 0.47
H -5.18327 -4.47924 1.22769 -0.75 -0.85 -0.13 0.47
C 0.50858 4.05246 3.27738 -1.54 1.27 0.85 -1.23
C 1.08147 3.57595 1.97675 1.69 -0.43 -0.04 0.34
C 2.07880 4.28370 1.25512 -0.45 0.24 1.05 -0.72
C 2.64973 3.78718 0.08147 0.33 -0.82 0.32 0.47
C 3.50887 4.67069 -0.75376 0.25 0.11 -0.65 -1.57
C 2.41669 2.47416 -0.27060 -0.41 0.20 -1.18 -0.25
C 1.37153 1.74371 0.35395 -0.28 -0.43 -0.10 0.48
C 0.81384 2.29404 1.53149 -1.05 0.21 0.45 -0.27
N 0.71794 0.64958 -0.11436 1.04 0.07 0.74 -0.55
C 1.22824 -0.28060 -1.10319 0.07 -0.32 0.20 0.86
C 1.11181 0.31713 -2.53353 -0.16 -1.21 -0.20 -0.77
C 1.52684 -0.81681 -3.53379 1.66 1.05 -1.37 0.34
C 0.66344 -2.05674 -3.45081 -0.97 -0.09 0.38 -1.46
C 0.79961 -2.60080 -2.04242 0.03 -1.87 1.67 0.48
C 2.27102 -3.06413 -1.70115 -1.82 1.56 -0.19 -1.54
C 3.14758 -1.81087 -1.80220 -0.49 -0.26 -0.14 0.24
C 2.98754 -1.30443 -3.29383 0.06 1.22 2.12 -1.37
C 2.65910 -0.74505 -0.77258 0.68 0.51 -1.43 -0.99
C 0.31916 -1.57500 -0.98934 1.39 1.22 -0.91 -1.57
H 0.66753 3.37733 4.13971 0.23 0.09 -0.63 0.31
H -0.64933 4.08866 3.18959 1.99 0.23 0.16 0.09
H 0.90193 5.07388 3.60575 -0.65 -1.33 -0.66 0.32
H 2.53437 5.19660 1.66675 -0.70 -0.13 -0.23 0.35
H 2.89587 5.52635 -1.06563 0.06 -0.34 -0.48 0.35
H 3.93475 4.10306 -1.62077 -0.36 0.79 0.69 0.34
H 4.29843 5.16808 -0.19594 0.33 -0.34 0.19 0.38
H 2.86038 2.09405 -1.19048 -0.03 0.11 0.32 0.30
H 0.12605 1.65213 2.09630 0.10 0.31 -0.28 0.55
H 1.62377 1.30089 -2.66311 -0.06 -1.02 0.02 0.34
H 0.04709 0.50169 -2.72640 0.03 0.17 0.02 0.42
H 1.54346 -0.36667 -4.55761 -0.34 -0.39 0.62 0.30
H 0.85209 -2.86478 -4.18416 0.57 0.62 0.23 0.44
H -0.39738 -1.84921 -3.61722 -0.12 0.37 -0.01 0.38
H 0.16255 -3.51585 -1.95501 0.31 0.61 -0.03 0.33
H 2.51440 -3.74871 -2.48125 0.57 -0.89 -0.26 0.55
H 2.21143 -3.52542 -0.71591 0.47 -0.12 -0.01 0.48
H 4.18886 -2.06701 -1.56166 -0.16 0.18 -0.26 0.33
H 3.19348 -2.10408 -3.97236 0.30 -0.52 -0.46 0.61
H 3.72875 -0.50222 -3.43754 -0.32 -0.12 -0.23 0.40
H 3.36321 0.09852 -0.81381 -0.21 -0.13 0.00 0.47
H 2.70438 -1.10584 0.24262 -0.09 -0.38 0.39 0.42
H 0.27466 -1.82732 0.08259 0.19 -0.49 -0.53 0.30
H -0.65238 -1.27730 -1.31312 -1.21 0.17 -0.04 0.39
O -2.39841 3.44417 1.49427 0.00 0.32 0.68 -0.62
H -2.31303 4.22588 2.07806 -0.14 -0.50 -0.67 0.27
H -2.56790 2.72386 2.11870 0.00 -0.01 -0.11 0.31